# 1
{"formula": "C23H53Br2NO12", "method": "wB97M-V/def2-TZVPD", "total_charge": 0, "multiplicity": 1, "homo_ev": -8.81, "smiles": "CCCN[C@@H](OCO)[C@@H](O[C@H](COO)CC(=O)O)/C(Br)=C(/C)Br.CCO.CCO.CCO.CCO.CCO", "symbols": ["Br", "Br", "O", "O", "O", "O", "O", "O", "O", "O", "O", "O", "O", "O", "N", "C", "C", "C", "C", "C", "C", "C", "C", "C", "C", "C", "C", "C", "C", "C", "C", "C", "C", "C", "C", "C", "C", "C", "H", "H", "H", "H", "H", "H", "H", "H", "H", "H", "H", "H", "H", "H", "H", "H", "H", "H", "H", "H", "H", "H", "H", "H", "H", "H", "H", "H", "H", "H", "H", "H", "H", "H", "H", "H", "H", "H", "H", "H", "H", "H", "H", "H", "H", "H", "H", "H", "H", "H", "H", "H", "H"], "coordinates": [[-1.821, 4.021, -2.292], [0.768, 4.432, 1.864], [1.340, 1.564, -3.679], [5.432, -8.406, -3.881], [1.559, 0.390, -1.500], [-0.733, 1.737, 3.948], [-0.200, -5.345, -2.325], [-1.178, -2.187, -0.115], [-5.929, 3.160, 2.335], [-0.526, 1.469, 0.920], [3.228, 6.903, 2.780], [-3.152, -6.948, -1.789], [-0.033, -1.409, 1.864], [-2.025, 1.659, 3.714], [2.040, 1.563, 0.555], [-0.678, 3.557, -0.668], [2.855, 8.906, 1.504], [-0.249, 1.989, -0.460], [3.917, 0.637, 1.994], [-3.882, -6.848, -3.003], [3.743, 7.699, 1.723], [1.563, -3.856, -1.649], [-7.548, 3.189, 4.112], [-0.897, 6.242, -0.097], [-3.535, -8.007, -3.914], [1.345, 1.673, -0.814], [-0.345, 4.699, 0.225], [-1.981, 1.336, 1.109], [1.012, 0.383, -2.865], [-1.103, -1.286, 1.060], [3.028, 0.133, 3.311], [-2.368, 2.270, 2.420], [4.903, -6.888, -2.094], [1.188, -5.078, -2.463], [3.057, 0.443, 0.572], [-2.361, -0.257, 1.292], [4.544, -7.373, -3.483], [-6.421, 3.930, 3.421], [1.873, 2.599, -1.344], [-2.042, 6.362, 0.220], [5.932, -6.516, -2.070], [4.845, -7.709, -1.371], [-8.367, 2.991, 3.414], [-3.549, 2.374, 2.401], [-0.700, 6.558, -1.206], [3.241, 9.532, 0.695], [0.468, 1.978, -4.008], [4.230, -6.088, -1.774], [-0.280, 6.953, 0.637], [-3.643, -5.891, -3.478], [3.802, 7.085, 0.819], [2.420, 1.099, 3.656], [4.756, 8.012, 1.994], [-0.682, -4.564, -2.646], [5.347, -9.130, -3.238], [2.276, -0.697, 2.961], [3.867, 0.500, -0.281], [-1.426, -3.091, 0.292], [1.322, -4.009, -0.592], [-3.220, -0.541, 0.514], [-7.201, 2.218, 4.479], [4.174, 1.785, 2.101], [-6.668, 3.016, 1.719], [3.787, -0.240, 4.127], [4.625, -6.556, -4.206], [-2.626, 1.760, 0.211], [-0.337, 0.895, 3.552], [-4.949, -6.856, -2.762], [1.413, -4.928, -3.523], [4.944, 0.040, 1.946], [-0.152, 0.122, -2.845], [-6.764, 4.897, 3.040], [-2.206, -6.931, -2.014], [-4.093, -7.947, -4.852], [2.631, -3.639, -1.741], [1.514, -0.548, -3.418], [0.995, -2.981, -1.981], [1.835, 8.597, 1.254], [-2.820, -0.458, 2.367], [-2.464, -8.015, -4.140], [-0.974, 1.352, -1.163], [-5.596, 4.106, 4.117], [2.569, -0.642, 0.674], [2.600, 2.457, 0.688], [2.331, 6.623, 2.526], [-1.949, 3.373, 2.296], [-3.764, -8.961, -3.427], [1.741, -5.955, -2.113], [3.521, -7.759, -3.512], [-7.935, 3.768, 4.956], [2.791, 9.507, 2.417]], "atomic_forces_ev_per_a": [[1.304, -0.741, 1.742], [-1.248, 0.314, -1.819], [-2.547, -0.657, 0.734], [0.085, -0.370, -0.019], [-1.474, 2.537, -1.550], [4.966, -1.150, 0.021], [-0.604, -0.052, -0.131], [-0.970, 0.340, 3.432], [0.040, -0.161, -0.494], [-1.471, 1.124, -2.716], [-0.150, -0.188, 0.127], [0.206, 0.082, 0.163], [-7.183, 1.026, -4.992], [-4.929, 0.578, -2.430], [1.355, -0.285, -1.854], [1.413, 2.745, 3.262], [0.026, 0.271, -0.048], [-0.898, -0.840, -0.565], [-0.324, -0.217, -0.134], [0.378, -0.175, 0.013], [-0.382, -0.042, 0.031], [0.145, 0.046, 0.117], [-0.081, -0.074, 0.221], [0.753, -0.231, 1.573], [-0.088, -0.171, -0.188], [0.682, 0.983, 1.533], [-1.858, -2.012, -3.530], [-0.160, 0.545, 0.929], [-0.191, -1.749, -0.963], [4.889, -1.116, 3.240], [0.401, 1.086, -0.999], [-1.423, 0.076, -1.043], [0.037, 0.205, 0.134], [0.052, 0.375, 0.028], [1.730, -0.606, 1.976], [-0.636, -0.637, -0.333], [0.066, -0.193, 0.309], [-0.320, -0.084, -0.005], [-1.595, -2.140, 0.458], [2.525, -0.487, -0.920], [-0.170, 0.009, -0.072], [-0.120, 0.080, -0.033], [0.003, 0.127, 0.067], [2.376, -0.367, 0.369], [-0.480, -0.819, 2.198], [-0.105, -0.007, 0.036], [2.016, -0.968, 0.983], [0.068, -0.057, 0.073], [-1.351, -1.507, -1.742], [-0.158, 0.028, -0.177], [0.128, 0.120, -0.142], [1.239, -2.360, -0.417], [-0.149, -0.172, 0.088], [0.247, -0.395, 0.215], [0.068, 0.390, -0.374], [1.535, 1.559, 0.887], [-1.808, -0.277, 1.354], [0.800, 1.864, -0.945], [0.086, -0.002, -0.151], [2.058, 0.551, 1.651], [0.024, 0.184, -0.001], [-0.381, -2.270, -0.132], [0.423, 0.061, 0.329], [-1.835, 0.752, -1.449], [0.082, -0.239, -0.016], [1.526, -0.794, 1.707], [-0.476, 1.372, 0.538], [0.188, 0.038, 0.134], [0.205, -0.043, -0.006], [-2.265, 1.230, -0.046], [2.311, 1.029, 0.027], [-0.003, 0.097, 0.181], [-0.349, 0.090, 0.155], [0.088, -0.053, 0.019], [-0.080, 0.064, 0.023], [-0.857, 2.031, 1.526], [0.117, -0.026, 0.000], [0.087, 0.000, -0.098], [1.304, 0.413, -2.135], [-0.097, 0.090, -0.060], [1.716, 1.502, 1.169], [0.003, -0.092, -0.244], [0.878, 2.592, -0.649], [-1.003, -1.528, -0.289], [0.443, 0.078, 0.123], [-0.468, -2.526, 0.320], [-0.059, 0.167, -0.047], [-0.261, 0.004, -0.062], [-0.126, 0.192, 0.004], [-0.036, -0.083, -0.076], [0.095, -0.084, -0.123]]}

---

# 2
{"formula": "C3H3N2O", "method": "wB97M-V/def2-TZVPD", "total_charge": 1, "e_above_lowest_ev": 7.278, "multiplicity": 1, "homo_ev": -15.63, "smiles": "Cc1nc1=[N+]=O", "symbols": ["O", "N", "N", "C", "C", "C", "H", "H", "H"], "coordinates": [[-2.559, 1.873, -1.197], [-1.091, -0.249, -0.573], [-1.732, 1.707, -0.501], [-0.644, 1.171, -0.020], [1.275, -0.975, 0.434], [0.006, -0.274, 0.096], [1.210, -1.896, 1.037], [1.611, -0.220, 1.158], [1.924, -1.137, -0.435]], "atomic_forces_ev_per_a": [[-5.156, 2.363, -3.970], [4.342, -1.373, 2.565], [9.056, -3.412, 6.137], [-4.037, 1.240, -2.390], [-0.356, 1.382, 1.525], [-4.051, -0.556, -3.246], [-0.769, 0.234, -0.507], [1.241, -0.319, -0.249], [-0.272, 0.443, 0.135]]}

---

# 3
{"formula": "C4H9ClO", "method": "wB97M-V/def2-TZVPD", "total_charge": 0, "e_above_lowest_ev": 0.760, "multiplicity": 1, "homo_ev": -10.41, "smiles": "C[C@@H](CO)CCl", "symbols": ["Cl", "O", "C", "C", "C", "C", "H", "H", "H", "H", "H", "H", "H", "H", "H"], "coordinates": [[0.139, 1.465, 1.590], [-1.722, -0.350, -1.613], [1.286, -1.202, -1.388], [-1.096, -0.919, -0.448], [1.003, 0.063, 0.839], [0.378, -0.370, -0.468], [-1.153, -2.047, -0.491], [2.041, 0.330, 0.738], [1.112, -2.254, -1.286], [-1.664, -0.649, 0.497], [0.809, -0.730, 1.542], [2.353, -1.154, -1.183], [1.054, -0.886, -2.442], [-2.623, -0.684, -1.615], [0.052, 0.530, -1.093]], "atomic_forces_ev_per_a": [[0.177, -0.077, -0.251], [0.012, -0.504, 0.674], [-0.327, 0.393, -0.679], [0.102, -0.851, 1.102], [-1.381, -0.271, 0.004], [-1.843, 1.507, -1.991], [0.295, 0.960, -0.113], [0.242, -0.024, 0.054], [-0.536, -0.722, -0.044], [0.753, 0.112, -0.984], [0.627, -0.318, 0.503], [0.116, 0.731, -0.048], [0.527, -0.570, 0.942], [-0.103, 0.085, -0.217], [1.339, -0.451, 1.048]]}

---

no.,calculated total energy (a.u.),LUMO (eV),gap between HOMO and LUMO (eV)
1,-7013.31825,-0.17,8.638
2,-300.30192,-6.59,9.046
3,-693.21074,0.93,11.336